Entry 1:
C13H13BF4N3O8Pd | ωB97M-V with the def2-TZVPD basis set

Output
- DFT total energy (Eh) = -1821.21300
- orbital gap (alpha / beta) (eV) = 8.45 / 5.52
- ⟨S²⟩ = 6.054
- charge = +1
- E_HOMO (alpha / beta) (eV) = -13.819 / -13.768
- multiplicity = 5

XYZ file:
```
43
Properties=species:S:1:pos:R:3:nbo_charge:R:1
Pd 0.914 0.685 -0.662 1.43
O 1.043 -3.692 -4.665 -0.17
C 0.998 -2.732 -3.797 0.69
O 0.011 -2.031 -3.834 -0.46
C 2.146 -2.626 -2.843 -0.13
C 2.903 -3.725 -2.545 -0.15
C 3.924 -3.598 -1.603 0.17
C 4.242 -2.391 -0.961 -0.14
C 3.481 -1.299 -1.228 0.00
C 2.369 -1.355 -2.165 0.53
O 1.621 -0.394 -2.413 -0.54
N 3.932 -0.018 -0.636 0.54
O 5.096 0.068 -0.385 -0.24
O 3.131 0.901 -0.427 -0.41
N 4.743 -4.792 -1.277 0.51
O 4.481 -5.799 -1.889 -0.31
O 5.594 -4.643 -0.434 -0.31
H 2.724 -4.690 -3.004 0.30
H 5.088 -2.350 -0.289 0.31
O 0.300 2.393 -1.666 -0.69
C -0.572 2.366 -2.585 0.72
C -1.229 3.657 -2.976 -0.51
C -2.753 3.687 -2.670 -0.40
C -3.380 2.341 -2.305 -0.41
C -3.395 1.320 -3.443 -0.41
C -2.050 1.219 -4.161 -0.23
N -0.929 1.262 -3.216 -0.56
H -1.043 3.809 -4.041 0.24
H -0.709 4.448 -2.442 0.26
H -3.271 4.111 -3.532 0.22
H -2.916 4.376 -1.842 0.23
H -4.404 2.511 -1.972 0.24
H -2.859 1.917 -1.441 0.20
H -4.148 1.590 -4.186 0.22
H -3.677 0.343 -3.047 0.22
H -1.924 2.032 -4.875 0.21
H -1.962 0.289 -4.718 0.23
H -0.500 0.380 -2.969 0.42
F -1.020 -0.426 -0.406 -0.55
B -0.438 -0.782 0.893 1.33
F -0.102 0.483 1.457 -0.54
F -1.198 -1.584 1.625 -0.49
F 0.852 -1.345 0.508 -0.57
```



Entry 2:
C13H13HgN2O2 | ωB97M-V with the def2-TZVPD basis set

Output
- DFT total energy (Eh) = -916.55596
- orbital gap (alpha / beta) (eV) = 8.56 / 7.29
- ⟨S²⟩ = 0.755
- charge = 0
- E_HOMO (alpha / beta) (eV) = -8.752 / -9.526
- multiplicity = 2

XYZ file:
```
31
Properties=species:S:1:pos:R:3:nbo_charge:R:1
Hg 2.688 1.323 -0.884 0.75
O 2.595 3.132 1.889 -0.57
C 1.668 2.341 1.949 0.64
N 1.303 1.513 0.879 -0.77
C 0.326 0.645 1.223 0.64
O -0.189 -0.189 0.458 -0.62
C -0.082 0.955 2.600 -0.12
C -1.034 0.389 3.420 -0.16
C -1.237 0.943 4.652 -0.20
C -0.469 1.986 5.103 -0.20
C 0.578 2.519 4.316 -0.17
C 0.721 2.054 3.027 -0.13
H -1.631 -0.464 3.033 0.24
H -2.181 0.672 5.184 0.22
H -0.618 2.398 6.102 0.22
H 1.342 3.230 4.629 0.23
C -1.225 -2.474 -2.393 -0.61
C -0.156 -1.672 -3.118 -0.17
C -0.358 -0.139 -2.919 -0.60
C 0.079 -2.066 -4.573 -0.60
C 1.175 -1.818 -2.493 0.34
N 2.217 -1.617 -1.959 -0.40
H -2.250 -2.205 -2.728 0.22
H -1.339 -2.181 -1.353 0.24
H -1.200 -3.532 -2.404 0.22
H -1.256 0.183 -3.475 0.21
H 0.473 0.400 -3.365 0.21
H -0.441 0.177 -1.867 0.26
H -0.740 -1.779 -5.272 0.22
H 0.266 -3.170 -4.692 0.22
H 0.976 -1.554 -4.966 0.22
```



Q: Among the records above, which one has the highest charge?
A: C13H13BF4N3O8Pd



Q: Look up the multiplicity of the first one.
A: 5



Q: Look up the ⟨S²⟩ of the second one.
A: 0.755